No. 1
This record from the Open Molecules 2025 dataset describes C19H12N7O2ReS2 as an isolated structure. The level of theory is ωB97M-V/def2-TZVPD.

```
43
Properties=species:S:1:pos:R:3:forces:R:3:mulliken_spin:R:1
Re 1.220 0.705 -0.336 -0.6 -0.2 0.5 0.7708
N -2.596 -1.258 -1.319 0.0 0.0 0.0 0.0074
C -1.663 -0.327 -1.214 0.0 0.0 0.1 0.0081
N -0.725 -0.332 -0.298 -0.1 -0.1 -0.1 -0.0138
C -0.801 -1.299 0.714 0.0 0.0 0.0 -0.0014
N -0.072 -1.133 1.764 0.0 0.0 0.0 -0.0013
N 0.607 0.052 1.611 0.3 0.0 0.0 -0.0313
C 0.892 0.737 2.650 -0.1 0.0 0.0 0.0415
C 1.384 2.076 2.393 0.0 0.1 0.0 0.0143
C 1.732 2.972 3.386 0.0 0.0 0.0 0.0110
C 2.100 4.258 3.018 0.0 0.0 0.0 0.0091
C 2.103 4.596 1.676 0.0 0.0 0.0 0.0042
C 1.753 3.640 0.736 0.0 0.0 0.0 0.0311
N 1.390 2.403 1.081 0.0 0.1 0.0 0.0022
C -1.728 -2.405 0.581 0.0 0.0 0.0 -0.0010
C -1.753 -3.481 1.472 0.0 0.0 0.0 0.0053
C -2.668 -4.494 1.290 0.0 0.0 0.0 -0.0003
C -3.575 -4.442 0.229 0.0 0.0 0.0 0.0000
C -3.572 -3.383 -0.655 0.0 0.0 0.0 0.0025
C -2.639 -2.371 -0.471 0.0 0.0 0.0 -0.0018
H -3.281 -1.171 -2.058 0.0 0.0 0.0 -0.0009
H -1.705 0.489 -1.915 0.1 0.1 -0.1 -0.0069
H 0.684 0.357 3.643 0.0 0.0 0.0 0.0006
H 1.709 2.667 4.423 0.0 0.0 0.0 0.0005
H 2.377 4.983 3.770 0.0 0.0 0.0 0.0003
H 2.371 5.589 1.347 0.0 0.0 0.0 0.0000
H 1.766 3.862 -0.322 0.0 0.0 0.0 0.0020
H -1.046 -3.501 2.289 0.0 0.0 0.0 -0.0001
H -2.687 -5.333 1.971 0.0 0.0 0.0 -0.0001
H -4.292 -5.241 0.096 0.0 0.0 0.0 0.0000
H -4.278 -3.337 -1.475 0.0 0.0 0.0 0.0001
S 1.686 -0.894 -1.967 -0.1 0.2 0.0 0.0710
C 0.773 -0.296 -3.331 -0.2 0.1 0.0 -0.0057
C 0.558 -1.219 -4.404 0.1 0.0 -0.1 0.0001
N 0.400 -1.983 -5.247 -0.1 0.0 0.0 -0.0017
C 0.252 0.953 -3.365 0.0 -0.2 0.2 0.0386
S 0.479 2.051 -1.998 -0.1 0.1 -0.3 0.0070
C -0.543 1.432 -4.448 0.0 0.0 0.0 -0.0035
N -1.245 1.825 -5.269 0.0 0.0 0.0 0.0191
O 2.938 -0.286 0.508 0.5 -0.2 0.1 0.0046
C 3.720 0.557 -0.003 -0.1 0.2 -0.1 0.0184
O 3.168 1.518 -0.620 0.3 -0.3 0.1 0.0003
H 4.805 0.463 0.065 0.0 0.0 0.0 -0.0005
```
Positions in Å, forces in eV/Å.

Results
Kohn-Sham gap (alpha / beta) = 0.256 / 0.227 Ha
HOMO energy (alpha / beta) = -11.38 / -11.42 eV
Total charge = +1
<S²> = 0.760
Spin multiplicity = 2
Energy = -58219.1057 eV

=====

No. 2
This record from the Open Molecules 2025 dataset describes C19H13Cl2N4O6RuS as an isolated structure at a distorted geometry. The level of theory is ωB97M-V/def2-TZVPD.

```
46
Properties=species:S:1:pos:R:3:forces:R:3:mulliken_spin:R:1
Ru -0.094 -0.085 0.680 -0.3 -1.3 -0.2 4.0646
O -3.972 1.048 -0.955 0.0 0.1 -0.2 0.0083
C -2.756 0.931 -0.509 -0.1 -0.2 0.2 0.0090
O -2.444 0.336 0.510 0.3 0.1 0.0 0.0660
C -1.727 1.634 -1.338 0.0 0.1 -0.2 0.0107
C -1.999 2.309 -2.517 0.0 0.0 0.1 -0.0072
C -0.948 2.956 -3.151 0.0 0.0 0.0 0.0118
C 0.314 2.948 -2.567 0.0 0.0 0.0 -0.0074
C 0.495 2.256 -1.380 -0.1 0.1 -0.1 0.0042
N -0.508 1.592 -0.806 -0.1 -0.2 0.0 0.0947
C 1.763 2.190 -0.568 0.0 0.1 0.0 0.0038
O 2.826 2.854 -0.943 0.2 0.0 0.1 0.0008
O 1.789 1.528 0.450 -0.2 -0.1 0.0 0.0566
H -4.611 0.586 -0.387 0.0 -0.1 0.1 0.0000
H -3.004 2.330 -2.914 0.0 0.0 0.0 0.0000
H -1.109 3.477 -4.085 0.0 0.0 0.0 -0.0001
H 1.120 3.483 -3.051 0.0 0.0 0.0 0.0008
H 2.716 3.427 -1.711 -0.1 0.0 -0.1 0.0020
N 3.761 -1.702 1.018 0.1 -0.2 0.2 0.0075
C 3.897 -1.668 -0.362 -0.4 0.2 -0.3 0.0021
C 4.982 -1.829 -1.212 0.2 -0.1 0.0 -0.0005
C 4.743 -1.670 -2.564 0.1 0.0 0.1 0.0030
C 3.466 -1.368 -3.061 -0.1 0.0 0.0 0.0002
C 2.387 -1.206 -2.219 -0.1 0.0 0.1 0.0086
C 2.620 -1.347 -0.851 0.4 -0.1 -0.2 -0.0047
N 1.768 -1.213 0.222 -0.4 0.2 0.7 0.1241
C 2.484 -1.420 1.320 0.0 0.0 -0.5 0.0231
C 1.883 -1.247 2.631 0.1 -0.1 0.6 0.0444
C 2.196 -1.825 3.822 0.1 0.1 -0.1 0.0058
S 1.130 -1.296 5.043 -0.2 0.1 -0.3 0.0168
C 0.288 -0.352 3.902 0.3 0.0 0.4 0.0157
N 0.794 -0.401 2.700 -0.1 -0.1 -0.3 0.0836
H 4.501 -1.902 1.672 0.0 0.0 0.1 -0.0005
H 5.969 -2.070 -0.840 0.0 0.0 0.0 0.0005
H 5.562 -1.790 -3.259 0.0 0.0 0.0 0.0001
H 3.332 -1.279 -4.131 0.0 0.0 0.0 0.0000
H 1.383 -1.015 -2.581 0.0 0.0 -0.1 -0.0004
H 2.976 -2.540 4.032 0.0 0.0 0.0 0.0008
H -0.561 0.259 4.171 0.0 -0.1 0.0 0.0003
Cl -3.952 -2.960 0.140 -0.1 0.0 -0.1 0.0009
C -2.309 -3.630 0.104 0.4 0.3 0.1 0.0105
Cl -2.085 -4.882 1.309 0.0 0.0 0.0 0.0046
C -1.373 -2.428 0.336 -0.7 -1.1 -0.2 -0.0472
O -1.051 -2.106 1.499 0.5 1.1 -0.1 0.1797
O -1.020 -1.791 -0.689 0.5 1.1 0.2 0.2011
H -2.129 -4.041 -0.883 -0.1 0.0 0.0 0.0013
```
Positions in Å, forces in eV/Å.

Results
Kohn-Sham gap (alpha / beta) = 0.265 / 0.214 Ha
HOMO energy (alpha / beta) = -14.33 / -14.33 eV
Total charge = +2
<S²> = 8.757
Spin multiplicity = 6
Energy = -76607.5679 eV

=====

No. 3
This record from the Open Molecules 2025 dataset describes C19H13Cl3N3O2Pd as an isolated structure. The level of theory is ωB97M-V/def2-TZVPD.

```
41
Properties=species:S:1:pos:R:3:forces:R:3:lowdin_charge:R:1
Pd -0.450 1.080 1.240 -0.2 0.1 0.0 1.0566
C 1.674 2.997 2.672 0.0 0.0 0.1 -0.0666
O 1.377 2.032 1.612 0.0 0.0 0.0 -0.2355
C 2.372 1.556 0.812 0.0 0.1 0.0 -0.2214
C 3.676 2.028 0.852 0.0 0.0 0.0 -0.0060
C 4.623 1.477 0.001 0.0 0.0 0.0 -0.0798
C 4.279 0.467 -0.887 0.0 0.0 0.0 -0.0921
C 2.976 0.000 -0.929 0.0 0.0 -0.1 -0.0203
C 2.020 0.543 -0.085 -0.2 -0.1 0.0 -0.1644
N 0.653 0.126 -0.061 0.1 -0.1 -0.2 -0.1001
N 0.323 -0.783 -0.865 0.1 0.1 0.0 0.0977
C -0.949 -1.242 -0.962 0.0 0.0 0.0 -0.1355
C -2.063 -0.775 -0.207 -0.1 0.0 0.0 -0.3093
O -2.055 0.100 0.725 -0.1 0.0 -0.1 -0.1428
C -3.361 -1.339 -0.504 0.1 0.0 0.0 0.0062
C -3.525 -2.288 -1.442 0.0 0.0 0.0 -0.0167
C -2.419 -2.807 -2.195 -0.1 0.0 0.1 -0.1777
C -2.605 -3.823 -3.148 0.0 0.0 0.0 -0.0459
C -1.542 -4.334 -3.849 0.0 0.0 0.0 -0.0970
C -0.257 -3.831 -3.603 0.0 0.0 0.0 -0.0871
C -0.058 -2.832 -2.682 0.0 0.0 0.0 -0.0299
C -1.135 -2.293 -1.953 0.1 0.0 0.0 -0.1036
H 1.973 3.937 2.212 0.0 0.0 0.0 0.0991
H 2.464 2.589 3.301 0.0 0.0 0.0 0.0976
H 0.771 3.133 3.271 0.0 0.0 -0.1 -0.0721
H 3.946 2.816 1.538 0.0 0.0 0.0 0.1102
H 5.640 1.845 0.040 0.0 0.0 0.0 0.1034
H 5.023 0.041 -1.546 0.0 0.0 0.0 0.0991
H 2.681 -0.784 -1.610 0.0 0.0 0.0 0.0985
H -4.190 -0.952 0.073 0.0 0.0 0.0 0.1221
H -4.514 -2.687 -1.640 0.0 0.0 0.0 0.1147
H -3.607 -4.199 -3.318 0.0 0.0 0.0 0.1085
H -1.691 -5.118 -4.580 0.0 0.0 0.0 0.0962
H 0.589 -4.236 -4.144 0.0 0.0 0.0 0.0986
H 0.935 -2.450 -2.498 0.0 0.0 0.0 0.0925
Cl -3.788 2.524 5.381 0.1 0.0 0.0 0.5165
C -2.932 3.362 4.127 -0.6 -0.1 -0.3 -1.2695
Cl -3.458 4.965 3.749 0.1 0.0 0.1 0.5170
Cl 0.048 4.316 5.150 0.4 0.1 0.1 -0.5081
C -2.118 2.700 3.313 -0.3 0.0 -0.1 -0.4325
N -1.327 2.137 2.642 0.5 0.0 0.3 -0.0207
```
Positions in Å, forces in eV/Å.

Results
Kohn-Sham gap = 0.156 Ha
HOMO energy = -3.38 eV
Total charge = -1
Spin multiplicity = 1
Energy = -69526.0244 eV

=====

No. 4
This record from the Open Molecules 2025 dataset describes C19H13ClF6IrN5O8S3 as an isolated structure. The level of theory is ωB97M-V/def2-TZVPD.

```
56
Properties=species:S:1:pos:R:3:forces:R:3:lowdin_charge:R:1
Ir 0.999 -1.165 -0.119 -0.1 0.7 -0.5 1.4406
N -3.646 4.101 3.771 -0.1 0.0 -0.1 0.1060
C -2.972 3.503 2.727 0.0 0.0 0.0 -0.3139
C -3.276 2.191 2.349 0.0 0.0 0.0 -0.0229
C -2.627 1.603 1.286 0.0 0.0 0.0 -0.0618
C -1.665 2.321 0.584 -0.1 0.0 0.1 -0.3058
C -1.353 3.627 0.943 0.0 0.0 0.0 -0.0609
C -2.005 4.214 2.008 0.0 0.0 0.0 -0.0247
S -0.844 1.566 -0.753 0.1 0.0 0.0 0.6275
O -0.295 2.588 -1.591 0.0 0.0 0.0 -0.2732
O -1.672 0.531 -1.296 0.0 0.0 0.0 -0.2848
N 0.412 0.743 -0.045 0.1 0.2 -0.1 -0.2061
C 1.467 1.264 0.616 -0.1 -0.1 0.1 -0.4513
N 2.232 0.198 0.975 -0.4 -0.5 0.3 -0.0204
C 3.337 0.409 1.671 0.0 -0.1 0.0 -0.0814
C 3.696 1.703 2.004 0.0 0.0 0.0 -0.0381
C 2.839 2.722 1.600 0.0 0.0 0.0 -0.0940
N 1.720 2.529 0.909 0.1 0.0 0.0 0.1736
H -4.135 3.506 4.415 0.0 0.0 0.0 0.0922
H -3.246 4.930 4.175 0.0 0.0 0.0 0.0915
H -4.027 1.637 2.899 0.0 0.0 0.0 0.1147
H -2.858 0.588 0.993 0.0 0.0 0.0 0.1174
H -0.602 4.167 0.384 0.0 0.0 0.0 0.1092
H -1.774 5.234 2.289 0.0 0.0 0.0 0.1108
H 3.912 -0.458 1.964 0.0 0.0 0.0 0.1304
H 4.592 1.906 2.568 0.0 0.0 0.0 0.1030
H 3.064 3.753 1.850 0.0 0.0 0.0 0.1156
F 0.154 -3.656 4.455 0.0 0.1 0.1 0.1592
C -0.735 -2.766 4.065 -0.2 0.1 -0.1 -0.6809
F -1.803 -3.379 3.564 -0.1 0.0 0.0 0.1487
F -1.103 -2.031 5.111 0.0 -0.1 0.0 0.1512
S -0.018 -1.570 2.820 0.3 -0.1 0.1 0.6266
O 1.388 -1.583 3.090 -0.1 0.0 0.1 -0.2794
O -0.785 -0.376 2.930 0.0 0.1 0.0 -0.2485
N -0.327 -2.169 1.302 0.6 0.0 0.1 -0.3904
S 0.263 -3.632 0.910 0.1 0.1 0.2 0.6590
O 1.357 -3.352 -0.036 0.0 0.0 0.1 -0.3589
O 0.497 -4.552 1.967 0.0 0.0 -0.1 -0.2166
C -1.144 -4.346 -0.058 0.0 0.0 0.0 -0.6871
F -0.718 -5.488 -0.587 0.0 0.0 0.0 0.1621
F -2.138 -4.587 0.785 0.0 0.0 0.0 0.1629
F -1.555 -3.535 -1.010 0.0 0.0 0.0 0.1709
Cl 1.136 -0.653 -8.468 0.0 0.0 0.0 0.6826
C 1.121 -0.784 -6.740 0.0 0.0 0.0 -0.6550
C 2.148 -0.206 -6.009 0.0 0.0 0.0 -0.0862
C 2.133 -0.314 -4.630 0.0 0.0 0.0 0.0080
C 1.097 -0.996 -4.001 0.0 0.0 0.0 -0.1274
C 0.068 -1.564 -4.745 0.0 0.0 0.0 0.0127
C 0.079 -1.461 -6.123 0.0 0.0 0.0 -0.0842
C 1.074 -1.101 -2.540 -0.2 -0.1 0.0 -0.5275
O 2.005 -0.625 -1.801 0.0 0.0 0.0 -0.0724
O 0.120 -1.668 -1.917 -0.1 -0.2 -0.2 -0.0969
H 2.941 0.321 -6.519 0.0 0.0 0.0 0.1089
H 2.917 0.133 -4.034 0.0 0.0 0.0 0.1266
H -0.737 -2.075 -4.235 0.0 0.0 0.0 0.1291
H -0.711 -1.894 -6.721 0.0 0.0 0.0 0.1095
```
Positions in Å, forces in eV/Å.

Results
Kohn-Sham gap = 0.299 Ha
HOMO energy = -8.27 eV
Spin multiplicity = 1
Energy = -107915.9466 eV